No. 1
C9H8N2O7Rh as an isolated structure in a non-equilibrium geometry. Source: the OMol25 dataset; level of theory: ωB97M-V with the def2-TZVPD basis set.

CARTESIAN COORDINATES (ANGSTROEM)
Rh 0.000 0.000 0.000
O 4.794 5.088 0.245
C 4.898 3.860 0.578
O 5.951 3.319 1.038
C 3.665 2.999 0.405
C 2.485 3.556 -0.098
C 1.369 2.752 -0.248
N 1.329 1.441 0.060
C 2.474 0.879 0.554
C 3.646 1.631 0.735
C 2.421 -0.605 0.901
O 3.463 -1.177 1.366
O 1.302 -1.182 0.695
H 2.449 4.606 -0.367
H 0.442 3.158 -0.636
H 4.539 1.153 1.130
N -0.074 -0.373 5.207
C -0.688 0.436 4.091
C -0.164 -0.049 2.721
O 0.654 -1.010 2.872
O -0.600 0.544 1.712
H -0.356 -0.131 6.154
H 0.944 -0.317 5.059
H -0.260 -1.358 4.967
H -0.412 1.478 4.271
H -1.771 0.305 4.167
O 0.475 -0.374 -1.525

Calculated values
Energy in eV: -29779.1702
Charge: -1
Expectation value of S²: 6.014
Spin multiplicity: 5
Relative energy (zero: lowest compared OMol25 entry of this formula, charge and spin) in kcal per mole: 92.32
Gap between HOMO and LUMO (spin up / spin down) in eV: 3.5 / 5.5

No. 2
A 2-piece molecular cluster, C2H8NO2 overall in a non-equilibrium geometry. Source: the OMol25 dataset; level of theory: ωB97M-V with the def2-TZVPD basis set.

CARTESIAN COORDINATES (ANGSTROEM)
C -1.078 1.320 1.637
C 0.914 -0.829 -0.484
N 2.136 -1.499 -1.260
O -0.040 -1.490 -0.311
O 1.235 0.385 -0.227
H -1.458 0.688 0.870
H -1.180 2.428 1.537
H -0.043 0.992 1.843
H 2.853 -1.213 -0.760
H 2.238 -1.289 -2.256
H 1.959 -2.512 -1.063
H -1.406 0.961 2.598
H 0.555 0.807 0.377

Calculated values
Energy in eV: -7781.1464
Charge: +1
Relative energy (zero: lowest compared OMol25 entry of this formula, charge and spin) in kcal per mole: 41.79
Gap between HOMO and LUMO in eV: 12.6

No. 3
A 12-piece molecular cluster, C28H85N5O12 overall in a non-equilibrium geometry. Source: the OMol25 dataset; level of theory: ωB97M-V with the def2-TZVPD basis set.

CARTESIAN COORDINATES (ANGSTROEM)
C 23.043 0.750 -20.190
O 24.447 0.673 -19.888
C 25.020 -0.645 -20.250
C 26.592 -0.609 -20.196
C 27.124 -0.154 -18.814
N 27.194 0.212 -21.273
H 22.818 0.572 -21.242
H 22.671 1.750 -19.965
H 22.316 0.186 -19.605
H 24.607 -1.381 -19.559
H 24.622 -0.824 -21.249
H 26.874 -1.655 -20.315
H 27.102 0.930 -18.704
H 28.129 -0.465 -18.527
H 26.410 -0.512 -18.073
H 28.105 0.435 -20.897
H 26.705 1.082 -21.423
C 17.156 1.513 -20.825
O 15.805 1.656 -20.379
C 15.309 2.943 -20.670
C 13.954 3.192 -20.013
C 12.881 2.093 -20.163
N 13.371 4.475 -20.522
H 17.324 1.683 -21.889
H 17.315 0.467 -20.562
H 17.803 2.164 -20.237
H 15.982 3.715 -20.296
H 15.303 3.165 -21.737
H 14.155 3.270 -18.945
H 12.063 2.368 -19.496
H 13.274 1.123 -19.856
H 12.505 1.910 -21.169
H 12.389 4.532 -20.295
H 13.360 4.523 -21.531
C 19.395 -8.605 -21.125
O 18.565 -7.467 -20.794
C 18.310 -6.701 -21.920
C 19.407 -5.642 -21.949
C 19.275 -4.502 -20.941
N 19.629 -5.130 -23.289
H 19.437 -9.271 -20.263
H 20.429 -8.285 -21.254
H 19.151 -9.181 -22.017
H 18.266 -7.369 -22.780
H 17.346 -6.221 -21.754
H 20.330 -6.182 -21.742
H 18.361 -3.979 -21.223
H 20.214 -3.950 -20.990
H 19.168 -4.884 -19.926
H 20.313 -4.394 -23.191
H 20.072 -5.811 -23.890
C 16.890 9.402 -25.942
O 15.808 10.098 -25.350
C 16.187 10.912 -24.192
C 16.755 10.174 -22.918
C 15.621 9.198 -22.362
N 17.038 11.116 -21.914
H 17.402 8.737 -25.247
H 17.643 10.124 -26.257
H 16.503 8.731 -26.708
H 16.957 11.609 -24.524
H 15.310 11.518 -23.967
H 17.676 9.646 -23.162
H 15.222 8.455 -23.053
H 14.817 9.803 -21.945
H 16.184 8.569 -21.673
H 17.252 10.738 -21.002
H 16.185 11.622 -21.725
C 14.189 -0.783 -28.506
O 13.535 -0.986 -27.291
C 14.387 -0.883 -26.178
C 13.561 -1.333 -24.987
C 14.394 -1.244 -23.708
N 13.234 -2.786 -25.141
H 13.536 -0.977 -29.357
H 15.147 -1.269 -28.690
H 14.485 0.251 -28.683
H 15.328 -1.425 -26.270
H 14.636 0.173 -26.076
H 12.626 -0.791 -24.848
H 14.714 -0.207 -23.603
H 15.299 -1.847 -23.779
H 13.836 -1.387 -22.783
H 14.082 -3.326 -25.241
H 12.732 -2.934 -26.005
C 7.600 5.770 -22.455
C 8.707 4.953 -21.826
O 8.245 3.776 -21.191
H 7.072 6.173 -21.590
H 6.934 5.101 -23.000
H 8.088 6.632 -22.909
H 9.252 5.507 -21.061
H 9.479 4.682 -22.546
H 8.420 2.964 -21.672
C 20.156 0.089 -26.842
C 20.442 -0.357 -25.443
O 21.760 -0.722 -25.125
H 20.755 0.969 -27.073
H 19.147 0.497 -26.897
H 20.232 -0.647 -27.643
H 19.841 -1.266 -25.432
H 20.149 0.438 -24.757
H 22.345 -0.004 -25.378
C 12.094 7.930 -16.541
C 13.418 7.258 -16.755
O 14.003 7.646 -17.940
H 11.287 7.419 -17.067
H 12.178 8.984 -16.806
H 11.903 7.836 -15.472
H 13.270 6.188 -16.614
H 14.116 7.634 -16.007
H 13.783 6.985 -18.600
C 14.614 -3.351 -18.382
C 13.461 -2.926 -17.501
O 13.867 -1.917 -16.630
H 15.406 -3.736 -17.739
H 15.020 -2.444 -18.830
H 14.313 -4.056 -19.156
H 13.089 -3.795 -16.958
H 12.569 -2.647 -18.062
H 13.220 -1.798 -15.931
O 19.007 6.360 -18.911
H 19.075 5.943 -18.052
H 18.596 7.207 -18.735
O 16.567 0.245 -17.004
H 16.346 0.502 -17.899
H 15.829 -0.294 -16.720
O 13.322 4.054 -24.582
H 13.416 4.895 -25.029
H 12.623 3.606 -25.059

Calculated values
Energy in eV: -62428.4419
Charge: 0
Relative energy (zero: lowest compared OMol25 entry of this formula, charge and spin) in kcal per mole: 71.79
Gap between HOMO and LUMO in eV: 9.2

No. 4
A 12-piece molecular cluster, C3H32NO12S2 overall in a non-equilibrium geometry. Source: the OMol25 dataset; level of theory: ωB97M-V with the def2-TZVPD basis set.

CARTESIAN COORDINATES (ANGSTROEM)
N -0.870 0.612 -0.590
C 0.169 0.336 -1.595
C 1.579 0.656 -0.951
O 1.708 -0.074 0.245
C 0.049 1.070 -2.960
S -0.864 0.066 -4.241
S -2.647 0.921 -4.181
H -0.423 0.138 0.274
H -1.796 0.095 -0.812
H -1.071 1.557 -0.433
H 0.425 -0.788 -1.823
H 1.712 1.720 -0.630
H 2.433 0.208 -1.534
H 1.795 0.418 1.114
H -0.226 2.084 -2.924
H 1.082 1.117 -3.431
H -3.461 0.001 -3.522
H 0.205 -2.980 -5.033
H 0.809 -3.446 -3.547
O 0.124 -2.864 -4.063
H 3.765 -2.801 -3.528
H 2.403 -2.230 -4.287
O 2.919 -3.038 -4.060
H -1.765 -2.332 1.081
H -2.491 -3.018 2.171
O -2.326 -2.059 1.780
H 1.032 3.825 4.155
H 2.496 4.131 3.663
O 1.697 3.618 3.486
H 2.365 -3.044 1.889
H 1.847 -1.926 1.085
O 1.584 -2.700 1.471
H 0.296 0.158 2.578
H -0.622 -1.074 2.207
O -0.483 -0.010 2.212
H -1.169 3.725 0.416
H -0.888 2.828 1.619
O -1.098 2.823 0.606
H -1.243 2.350 4.181
H -2.024 3.725 4.199
O -1.281 3.292 3.827
H -3.524 -1.543 -0.320
H -3.265 -0.566 0.945
O -3.426 -0.522 -0.051
H 1.763 1.984 2.819
H 2.121 0.875 3.759
O 1.960 1.061 2.778
H -0.899 -3.262 -0.513
H 0.135 -2.678 0.581
O -0.615 -2.440 -0.107

Calculated values
Energy in eV: -51354.1899
Charge: +1
Gap between HOMO and LUMO in eV: 8.6

No. 5
C10H4BeBrNO5 as an isolated structure in a non-equilibrium geometry. Source: the OMol25 dataset; level of theory: ωB97M-V with the def2-TZVPD basis set.

CARTESIAN COORDINATES (ANGSTROEM)
O 2.058 0.947 -2.736
C 1.413 0.774 -1.816
Be -0.083 0.241 0.082
O -0.634 3.116 0.461
C -0.320 2.048 0.182
C -1.137 -0.284 1.416
O -1.817 -0.621 2.281
C 1.419 0.200 1.050
O 2.333 0.184 1.746
C -1.350 -0.031 -1.157
O -2.263 -0.215 -1.832
Br 0.112 -5.546 1.780
C 0.499 -4.287 0.415
C 0.954 -4.692 -0.843
C 1.162 -3.731 -1.830
C 0.857 -2.390 -1.542
N 0.447 -2.037 -0.332
C 0.295 -2.909 0.660
H 1.131 -5.749 -1.019
H 1.542 -3.986 -2.817
H 0.952 -1.615 -2.305
H 0.002 -2.552 1.644

Calculated values
Energy in eV: -92587.8004
Charge: +2
Relative energy (zero: lowest compared OMol25 entry of this formula, charge and spin) in kcal per mole: 0.06
Gap between HOMO and LUMO in eV: 6.2

No. 6
C32H39CuN7P2 as an isolated structure. Source: the OMol25 dataset; level of theory: ωB97M-V with the def2-TZVPD basis set.

CARTESIAN COORDINATES (ANGSTROEM)
Cu 0.280 0.172 0.357
N 3.163 -1.057 3.691
C 2.721 -0.559 2.530
N 1.521 -0.123 2.315
C 0.612 -0.133 3.377
N -0.531 0.460 3.282
N -0.749 0.934 2.022
C -1.357 2.034 1.856
C -1.476 2.519 0.473
C -2.334 3.551 0.128
C -2.399 3.947 -1.200
C -1.610 3.299 -2.133
C -0.773 2.279 -1.705
N -0.693 1.906 -0.432
C 0.982 -0.805 4.621
C 0.079 -1.002 5.669
C 0.488 -1.638 6.822
C 1.806 -2.081 6.949
C 2.712 -1.895 5.926
C 2.291 -1.258 4.762
H 4.103 -1.417 3.742
H 3.441 -0.530 1.721
H -1.745 2.617 2.689
H -2.943 4.024 0.886
H -3.061 4.749 -1.499
H -1.631 3.575 -3.178
H -0.136 1.736 -2.395
H -0.934 -0.645 5.552
H -0.210 -1.790 7.633
H 2.123 -2.575 7.858
H 3.736 -2.237 6.017
C 3.117 0.557 -0.832
P 1.873 -0.445 -1.752
C 1.726 -1.856 -0.526
N 2.857 -2.343 -0.063
C 2.834 -3.191 0.990
C 4.042 -3.734 1.490
C 4.016 -4.493 2.624
C 2.797 -4.741 3.306
C 1.618 -4.248 2.829
C 1.616 -3.472 1.644
N 0.450 -3.021 1.134
C 0.461 -2.270 0.052
P -1.222 -1.796 -0.643
C -2.244 -1.955 0.871
C -1.697 -3.371 -1.555
C -3.053 -3.080 -2.210
C -1.808 -4.592 -0.646
C -0.665 -3.626 -2.645
C 2.943 -1.065 -3.174
C 2.920 0.077 -4.200
C 4.388 -1.379 -2.790
C 2.304 -2.302 -3.797
H 3.968 -0.042 -0.508
H 2.639 1.029 0.030
H 3.471 1.356 -1.483
H 4.959 -3.527 0.953
H 4.932 -4.920 3.011
H 2.809 -5.340 4.207
H 0.672 -4.437 3.319
H -1.966 -2.822 1.465
H -3.288 -2.042 0.566
H -2.150 -1.054 1.474
H -3.831 -2.871 -1.474
H -3.370 -3.956 -2.782
H -2.989 -2.232 -2.894
H -2.589 -4.471 0.104
H -0.870 -4.806 -0.130
H -2.064 -5.464 -1.254
H -0.562 -2.758 -3.298
H -0.977 -4.475 -3.257
H 0.312 -3.865 -2.222
H 3.345 0.999 -3.800
H 1.904 0.285 -4.542
H 3.518 -0.210 -5.068
H 4.921 -0.494 -2.442
H 4.912 -1.744 -3.678
H 4.446 -2.146 -2.018
H 1.279 -2.106 -4.111
H 2.308 -3.145 -3.106
H 2.875 -2.595 -4.681

Calculated values
Energy in eV: -107461.0353
Charge: +1
Relative energy (zero: lowest compared OMol25 entry of this formula, charge and spin) in kcal per mole: 30.53
Gap between HOMO and LUMO in eV: 7.1

No. 7
A 2-piece molecular cluster, C20H23N2O overall in a non-equilibrium geometry. Source: the OMol25 dataset; level of theory: ωB97M-V with the def2-TZVPD basis set.

CARTESIAN COORDINATES (ANGSTROEM)
C -0.528 -3.402 5.036
C 0.475 -3.401 4.060
C 0.517 -2.399 3.093
C -0.455 -1.369 3.077
C -0.438 -0.337 2.072
O -1.467 0.537 2.214
C -1.502 1.701 1.475
C -0.570 1.929 0.441
C -0.742 3.129 -0.303
C -1.708 4.054 0.064
C -2.571 3.808 1.145
C -2.514 2.592 1.816
C 0.413 0.937 0.218
C 0.485 -0.177 1.047
C -1.442 -1.364 4.094
C -1.475 -2.368 5.055
H -0.567 -4.191 5.786
H 1.235 -4.183 4.058
H 1.298 -2.385 2.334
H -0.089 3.303 -1.161
H -1.807 4.984 -0.499
H -3.307 4.551 1.451
H -3.228 2.316 2.592
H 1.196 1.108 -0.516
H 1.245 -0.942 0.905
H -2.184 -0.567 4.129
H -2.242 -2.336 5.828
N 2.819 -1.345 -1.291
C 2.740 -1.010 -2.712
C 1.294 -0.786 -3.125
C 1.144 -0.175 -4.523
C -0.104 0.726 -4.439
C -0.383 0.934 -2.947
N 0.539 0.070 -2.206
H 2.310 -2.214 -1.142
H 3.787 -1.517 -1.028
H 3.343 -0.113 -2.912
H 3.116 -1.835 -3.343
H 0.822 -1.788 -3.114
H 2.032 0.411 -4.792
H 1.013 -0.973 -5.261
H 0.037 1.676 -4.959
H -0.965 0.206 -4.867
H -0.185 1.972 -2.652
H -1.432 0.732 -2.675
H 0.043 -0.499 -1.525

Calculated values
Energy in eV: -26134.0802
Charge: +1
Relative energy (zero: lowest compared OMol25 entry of this formula, charge and spin) in kcal per mole: 0.00
Gap between HOMO and LUMO in eV: 6.7

No. 8
A single C23H25N3O5S molecule in a non-equilibrium geometry. Source: the OMol25 dataset; level of theory: ωB97M-V with the def2-TZVPD basis set.

CARTESIAN COORDINATES (ANGSTROEM)
C -5.142 -1.953 -1.243
O -4.802 -1.054 -0.218
C -3.683 -0.291 -0.376
C -2.814 -0.352 -1.449
C -1.685 0.452 -1.511
C -1.413 1.335 -0.482
N -0.273 2.148 -0.442
C 0.770 2.180 -1.313
O 0.758 1.635 -2.397
C 1.990 2.984 -0.838
C 3.241 2.370 -1.477
C 3.427 0.949 -0.953
N 3.483 0.917 0.494
S 3.839 -0.616 1.052
O 5.144 -0.941 0.551
O 3.644 -0.640 2.468
C 2.697 -1.755 0.219
C 3.243 -2.582 -0.721
C 2.454 -3.520 -1.405
C 1.122 -3.630 -1.119
C 0.529 -2.800 -0.147
C -0.834 -2.889 0.207
C -1.337 -2.059 1.170
C -0.471 -1.115 1.747
N 0.790 -0.993 1.439
C 1.323 -1.826 0.528
C 2.386 1.565 1.182
C 2.220 2.995 0.676
C -2.287 1.415 0.606
C -3.413 0.617 0.673
O -4.307 0.611 1.699
C -4.112 1.505 2.765
H -6.064 -2.433 -0.919
H -5.317 -1.436 -2.192
H -4.368 -2.716 -1.385
H -3.001 -1.033 -2.264
H -1.023 0.386 -2.356
H -0.185 2.690 0.405
H 1.859 4.010 -1.204
H 3.125 2.329 -2.560
H 4.113 2.975 -1.232
H 4.370 0.526 -1.303
H 2.603 0.324 -1.330
H 4.301 -2.502 -0.915
H 2.912 -4.155 -2.148
H 0.504 -4.356 -1.627
H -1.457 -3.622 -0.287
H -2.368 -2.108 1.480
H -0.835 -0.427 2.499
H 2.640 1.543 2.243
H 1.457 0.997 1.047
H 3.139 3.550 0.873
H 1.419 3.495 1.224
H -2.064 2.109 1.402
H -4.946 1.338 3.444
H -4.127 2.547 2.427
H -3.173 1.308 3.294

Calculated values
Energy in eV: -49799.5137
Charge: 0
Relative energy (zero: lowest compared OMol25 entry of this formula, charge and spin) in kcal per mole: 63.80
Gap between HOMO and LUMO in eV: 7.8